Entry 1:
C2H4N2O | the ωB97M-V functional and the def2-TZVPD basis

Last column: Löwdin charge in e.
Positions of all 9 atoms, in Å:
C (1.3954, -0.0218, -1.4965)  -0.285
C (-0.4468, 0.3073, 0.1466)  -0.021
N (1.9636, 0.3675, -2.5204)  0.216
N (0.2593, 0.6644, -1.0588)  -0.327
O (-0.1261, 1.6048, -1.7670)  0.014
H (1.6834, -0.8718, -0.8659)  0.124
H (0.1794, -0.3192, 0.7787)  0.085
H (-0.7284, 1.2202, 0.6749)  0.098
H (-1.3660, -0.2285, -0.1056)  0.096

Calculated values
Multiplicity   1
Net charge   0
Energy relative to the best compared isomer or geometry (same formula, charge and spin)   104.9 kcal/mol
HOMO-LUMO gap (alpha / beta)   9.87 / 7.82 eV
F_max   1.79 eV Å⁻¹
Calculated total energy   -7161.930 eV



Entry 2:
C2H4N2O2 | the ωB97M-V functional and the def2-TZVPD basis

Last column: Löwdin charge in e.
Positions of all 10 atoms, in Å:
C (0.6199, -0.3481, 1.1261)  -0.095
C (-0.0356, 0.7774, -2.1575)  -0.584
N (-0.0012, -0.7021, 2.1326)  -0.181
N (-0.5214, -0.5797, 3.2324)  -0.253
O (-0.2210, -1.4811, 4.1574)  -0.414
O (0.1316, 1.6246, -3.1544)  -0.489
H (0.2774, -0.7264, 0.1902)  -0.054
H (-0.1273, -0.3841, -2.5452)  0.030
H (-0.9660, 1.1212, -1.6453)  0.017
H (0.8437, 0.6981, -1.3364)  0.024

Calculated values
Multiplicity   1
Net charge   -2
Energy relative to the best compared isomer or geometry (same formula, charge and spin)   41.3 kcal/mol
HOMO-LUMO gap   6.69 eV
F_max   1.95 eV Å⁻¹
Calculated total energy   -9206.638 eV



Entry 3:
C2H4N2O2 | the ωB97M-V functional and the def2-TZVPD basis

Last column: Löwdin charge in e.
Positions of all 10 atoms, in Å:
C (-0.0818, 0.9353, 1.0363)  0.043
C (-0.4116, 0.0770, 0.0551)  -0.529
N (-0.8076, -1.2234, 0.2846)  0.117
O (-0.3655, 0.4395, -1.2767)  -0.075
N (1.0500, 0.7740, -1.5729)  0.058
O (1.6259, -0.1480, -2.0840)  0.081
H (-0.0645, 0.6260, 2.0737)  0.055
H (0.1795, 1.9613, 0.8105)  0.055
H (-0.5111, -1.6060, 1.1745)  0.100
H (-0.6132, -1.8356, -0.5009)  0.097

Calculated values
Multiplicity   1
Net charge   0
Energy relative to the best compared isomer or geometry (same formula, charge and spin)   116.6 kcal/mol
HOMO-LUMO gap   7.80 eV
SMILES   C=C(N)ON=O
F_max   4.21 eV Å⁻¹
Calculated total energy   -9210.165 eV



Entry 4:
C2H4N2O2 | the ωB97M-V functional and the def2-TZVPD basis

Last column: Löwdin charge in e.
Positions of all 10 atoms, in Å:
N (-0.5014, -0.4413, 1.6846)  0.190
C (0.2438, -0.3785, 0.5835)  -0.434
O (1.3953, -0.9323, 0.3713)  -0.007
C (-0.1715, 0.4867, -0.5278)  -0.477
N (0.2143, 0.1855, -1.8301)  0.146
O (-0.9703, 1.3986, -0.3447)  0.047
H (0.0400, -0.8329, 2.5566)  0.190
H (-1.1157, 0.3030, 1.7826)  0.077
H (-0.0311, 0.8824, -2.5271)  0.114
H (0.8966, -0.6711, -1.7490)  0.155

Calculated values
Multiplicity   1
Net charge   0
Energy relative to the best compared isomer or geometry (same formula, charge and spin)   26.1 kcal/mol
HOMO-LUMO gap   10.23 eV
SMILES   NC(=O)C(N)=O
F_max   6.12 eV Å⁻¹
Calculated total energy   -9214.090 eV



Entry 5:
C2H4N2O2 | the ωB97M-V functional and the def2-TZVPD basis

Last column: Löwdin charge in e.
Positions of all 10 atoms, in Å:
O (1.4232, -1.6381, 1.0712)  0.078
N (0.5779, -1.3444, 0.3043)  -0.384
O (-0.3118, -1.9714, -0.1600)  0.065
C (0.6040, 0.4074, -0.2014)  -0.139
C (-0.6860, 0.9679, 0.3133)  -0.107
N (-0.3644, 0.8321, -1.0678)  0.032
H (1.7029, 0.7011, -0.0176)  0.162
H (-1.1591, 0.0644, 0.6811)  0.097
H (-0.9744, 1.8507, 0.7254)  0.075
H (-0.8123, 0.1303, -1.6485)  0.124

Calculated values
Multiplicity   1
Net charge   0
Energy relative to the best compared isomer or geometry (same formula, charge and spin)   147.3 kcal/mol
HOMO-LUMO gap   10.99 eV
SMILES   O=[N+]([O-])[C@@H]1CN1
F_max   5.17 eV Å⁻¹
Calculated total energy   -9208.836 eV



Entry 6:
C2H4N2O2 | the ωB97M-V functional and the def2-TZVPD basis

Last column: Löwdin charge in e.
Positions of all 10 atoms, in Å:
H (-1.1366, 1.0877, -1.3327)  0.054
N (-0.6438, 1.7620, -0.7019)  0.041
N (-0.0615, 1.3541, 0.2932)  -0.137
C (-0.0140, -0.0359, 0.5994)  -0.128
H (-0.7801, -0.4595, 0.0079)  0.037
H (-0.2279, -0.2764, 1.6199)  0.071
H (0.9371, -0.5533, 0.4329)  0.090
O (-3.7500, 0.7001, 0.4513)  0.214
C (-3.8268, -0.2810, -0.1307)  -0.452
O (-4.0090, -1.3014, -0.6321)  0.209

Calculated values
Multiplicity   1
Net charge   0
Energy relative to the best compared isomer or geometry (same formula, charge and spin)   58.5 kcal/mol
HOMO-LUMO gap   9.56 eV
SMILES   [H]/N=N\C.O=C=O
F_max   1.84 eV Å⁻¹
Calculated total energy   -9212.684 eV



Entry 7:
C2H4N2O2 | the ωB97M-V functional and the def2-TZVPD basis

Last column: Löwdin charge in e.
Positions of all 10 atoms, in Å:
N (-1.1491, -1.0289, -0.2851)  0.052
C (-0.7255, 0.1995, -0.6822)  -0.490
O (-0.8264, 0.6605, -1.9230)  -0.048
N (0.2015, 0.8449, 0.3793)  0.057
C (1.4861, 0.2095, 0.7836)  -0.228
O (2.3590, 1.1077, 0.9124)  -0.025
H (-1.6415, -1.7667, -1.0172)  0.183
H (-1.6795, -1.0386, 0.7938)  0.207
H (0.4041, 1.7810, -0.0120)  0.122
H (1.5712, -0.9688, 1.0504)  0.170

Calculated values
Multiplicity   1
Net charge   0
Energy relative to the best compared isomer or geometry (same formula, charge and spin)   71.6 kcal/mol
HOMO-LUMO gap   10.57 eV
SMILES   NC(=O)NC=O
F_max   7.15 eV Å⁻¹
Calculated total energy   -9212.117 eV



Entry 8:
C2H4N2O2 | the ωB97M-V functional and the def2-TZVPD basis

Last column: Löwdin charge in e.
Positions of all 10 atoms, in Å:
H (2.2066, -1.5918, -1.0810)  0.049
N (1.2837, -1.3375, -0.7155)  0.106
C (1.2328, -0.0855, -0.4541)  -0.275
N (0.1331, 0.5509, 0.0495)  0.106
C (-1.0755, 0.0088, 0.3645)  -0.593
O (-1.5184, -1.1161, 0.2428)  0.101
O (-1.8599, 0.9714, 0.8876)  0.093
H (2.0910, 0.5873, -0.6161)  0.125
H (0.1934, 1.5365, 0.2500)  0.150
H (-2.6868, 0.4759, 1.0722)  0.139

Calculated values
Multiplicity   1
Net charge   0
Energy relative to the best compared isomer or geometry (same formula, charge and spin)   21.0 kcal/mol
HOMO-LUMO gap   10.70 eV
SMILES   [H]/N=C/NC(=O)O
F_max   2.31 eV Å⁻¹
Calculated total energy   -9214.313 eV



Entry 9:
C2H4N2O2 | the ωB97M-V functional and the def2-TZVPD basis

Last column: Löwdin charge in e.
Positions of all 10 atoms, in Å:
N (1.6008, -0.1595, 1.3038)  -0.023
N (0.2515, -0.2531, 1.5212)  -0.063
C (-0.6130, -0.2406, 0.5992)  -0.144
O (-0.0867, -0.0609, -0.7291)  -0.008
C (-0.9158, 0.0143, -1.7850)  -0.341
O (-2.1174, -0.0558, -1.7518)  0.068
H (2.0954, 0.0535, 2.2216)  0.105
H (1.8373, 0.6663, 0.6214)  0.130
H (-1.6726, -0.2308, 0.7401)  0.121
H (-0.3794, 0.2667, -2.7413)  0.154

Calculated values
Multiplicity   1
Net charge   0
Energy relative to the best compared isomer or geometry (same formula, charge and spin)   65.4 kcal/mol
HOMO-LUMO gap   10.24 eV
SMILES   N/N=C\OC=O
F_max   2.86 eV Å⁻¹
Calculated total energy   -9212.387 eV



Entry 10:
C2H4N2O2 | the ωB97M-V functional and the def2-TZVPD basis

Last column: Löwdin charge in e.
Positions of all 10 atoms, in Å:
H (2.3090, -1.2603, -0.0056)  0.017
N (1.7861, -0.4333, 0.0852)  0.064
C (0.4749, -0.8747, -0.0415)  -0.021
N (-0.3094, 0.3354, 0.1764)  -0.149
O (0.4000, 1.5023, -0.0905)  -0.052
C (-1.6673, 0.3716, 0.1579)  -0.320
O (-2.3796, -0.5730, -0.0593)  0.040
H (-0.0100, -1.8116, -0.1454)  0.118
H (1.4182, 1.2402, -0.0676)  0.123
H (-2.0220, 1.5034, -0.0097)  0.178

Calculated values
Multiplicity   1
Net charge   0
Energy relative to the best compared isomer or geometry (same formula, charge and spin)   101.1 kcal/mol
HOMO-LUMO gap   9.51 eV
SMILES   [H]/N=C/N(O)C=O
F_max   8.39 eV Å⁻¹
Calculated total energy   -9210.839 eV



Entry 11:
C2H4N2O2 | the ωB97M-V functional and the def2-TZVPD basis

Last column: Löwdin charge in e.
Positions of all 10 atoms, in Å:
H (-2.2813, 0.2913, 0.9425)  0.055
N (-1.5825, -0.4192, 0.9968)  0.109
C (-0.4402, -0.3743, 0.4132)  -0.570
O (0.1920, -1.5037, 0.6936)  0.040
N (0.1295, 0.6008, -0.3724)  0.142
C (1.3824, 0.5604, -0.9717)  -0.293
O (1.8039, 1.4675, -1.6440)  0.058
H (-0.7206, -1.6931, 1.2396)  0.156
H (-0.4088, 1.4425, -0.5329)  0.161
H (1.9257, -0.3721, -0.7648)  0.142

Calculated values
Multiplicity   1
Net charge   0
Energy relative to the best compared isomer or geometry (same formula, charge and spin)   41.3 kcal/mol
HOMO-LUMO gap   10.90 eV
SMILES   [H]/N=C(/O)NC=O
F_max   2.32 eV Å⁻¹
Calculated total energy   -9213.433 eV



Entry 12:
C2H4N2O2 | the ωB97M-V functional and the def2-TZVPD basis

Last column: Löwdin charge in e.
Positions of all 10 atoms, in Å:
C (-0.9287, 1.0415, 0.1853)  -0.503
C (0.5233, 0.9408, 0.0472)  -0.027
N (-1.9809, -1.2803, 0.1470)  0.015
N (-1.5693, -0.0861, -0.3734)  -0.099
O (-1.5276, 2.0573, 0.3801)  0.133
O (-2.9569, -0.3041, -0.1733)  -0.063
H (1.1499, 1.8572, -0.1655)  0.105
H (0.9999, 0.3239, -0.7505)  0.094
H (1.0056, 0.6918, 1.0351)  0.104
H (-2.3084, -2.4194, -0.9157)  0.241

Calculated values
Multiplicity   1
Net charge   0
Energy relative to the best compared isomer or geometry (same formula, charge and spin)   207.3 kcal/mol
HOMO-LUMO gap   9.55 eV
F_max   4.59 eV Å⁻¹
Calculated total energy   -9206.234 eV



Q: Which value of F_max does entry 11 give?
A: 2.32 eV Å⁻¹



Q: Look up the multiplicity of the fifth one.
A: 1



Q: Look up the calculated total energy of the twelfth one.
A: -9206.234 eV